13
Properties=species:S:1:pos:R:3:lowdin_charge:R:1 method="wB97M-V/def2-TZVPD" homo_energy_ev=-8.98 orbital_gap_ev=10.07 smiles="FC1=CCCC1" largest_force_ev_per_a=6.05 energy_ev=-8013.7494
C -0.74914 -0.05041 -0.10913 -0.37
C -0.26792 1.16510 -0.06003 0.05
C 1.27360 0.87967 0.08899 -0.20
C 1.55403 -0.56301 -0.07971 -0.19
C 0.08251 -1.15502 0.02699 -0.12
H -0.48198 2.18554 -0.03339 0.10
H 1.65058 0.95092 1.14648 0.12
H 1.89496 1.41574 -0.64966 0.11
H 2.00646 -0.78936 -1.01013 0.10
H 2.14986 -1.00061 0.66233 0.09
H 0.19774 -2.11083 -0.55588 0.14
H -0.04316 -1.52466 1.01765 0.11
F -2.08144 -0.08719 0.02444 0.06